1.
Computed, not measured: the molecule C3H4O2 in a non-equilibrium geometry, with ωB97M-V/def2-TZVPD.

LUMO energy = 0.0394 hartree
Energy above the lowest of the compared OMol25 structures with the same formula, charge and spin = 389.66 kJ/mol
E_HOMO = -9.61 eV
Orbital gap = 10.7 eV
Maximum force = 2.8 eV Å⁻¹

Geometry as ORCA input:
```
! RIJCOSX wB97M-V def2-TZVPD def2/J DEFGRID3
* xyz 0 1
O 1.1411 0.4047 1.2279
C -0.0931 0.1494 0.7264
C -0.2709 0.5349 -0.6947
O 0.6570 -0.3967 -1.2002
C -0.3700 -0.8130 -0.3319
H 1.6508 0.4170 0.4598
H -0.7813 0.2119 1.4920
H -0.8722 1.1009 -1.2931
H -1.0614 -1.6092 -0.3863
*
```

***

2.
Computed, not measured: the molecule C3H5N3 in a non-equilibrium geometry, with ωB97M-V/def2-TZVPD.

LUMO energy = 0.0385 hartree
Energy above the lowest of the compared OMol25 structures with the same formula, charge and spin = 140.40 kJ/mol
E_HOMO = -9.10 eV
Orbital gap = 10.1 eV
Maximum force = 2.6 eV Å⁻¹

Geometry as ORCA input:
```
! RIJCOSX wB97M-V def2-TZVPD def2/J DEFGRID3
* xyz 0 1
N -2.0065 -0.1689 0.0530
C -0.5912 -0.1556 0.0345
C 0.0901 1.0543 0.2194
C 1.5112 0.6545 0.0828
N 1.4349 -0.6773 -0.1270
N 0.2077 -1.1980 -0.1816
H -2.4452 -0.3730 -0.8323
H -2.4301 -0.6780 0.8140
H -0.5657 1.9297 0.0160
H 2.6055 0.9222 0.1412
H 2.2166 -1.3176 -0.1833
*
```

***

3.
Computed, not measured: the molecule C5H10N2 in a non-equilibrium geometry, with ωB97M-V/def2-TZVPD.

LUMO energy = 0.0420 hartree
Energy above the lowest of the compared OMol25 structures with the same formula, charge and spin = 291.40 kJ/mol
E_HOMO = -8.66 eV
Orbital gap = 9.8 eV
Maximum force = 5.7 eV Å⁻¹

Geometry as ORCA input:
```
! RIJCOSX wB97M-V def2-TZVPD def2/J DEFGRID3
* xyz 0 1
C -1.8055 0.5304 1.3722
C -0.8299 0.1671 0.3691
C 0.6892 0.0076 0.4637
C 1.3478 -1.1519 -0.1369
N 1.3208 -0.7389 -1.6131
N 0.3473 0.2763 -1.7885
C 0.1483 0.9808 -0.4880
H -2.6571 1.1313 0.9605
H -1.3867 1.2450 2.1796
H -2.1842 -0.4078 1.8563
H -1.2779 -0.5595 -0.3495
H 1.1853 0.3523 1.5125
H 2.3527 -1.2884 0.1396
H 0.7960 -2.1622 -0.0479
H 2.1772 -0.3728 -1.9046
H -0.6280 -0.0299 -2.1317
H 0.4048 2.0207 -0.3933
*
```

***

4.
Computed, not measured: a structure of composition C30H26MgN6S5, with ωB97M-V/def2-TZVPD.

LUMO energy = -0.0337 hartree
Energy above the lowest of the compared OMol25 structures with the same formula, charge and spin = 15.88 kJ/mol
E_HOMO = -6.83 eV
Orbital gap = 5.9 eV
Maximum force = 0.5 eV Å⁻¹

Geometry as ORCA input:
```
! RIJCOSX wB97M-V def2-TZVPD def2/J DEFGRID3
* xyz 0 1
Mg -0.3191 -0.5847 0.8975
C -1.6639 -1.4559 3.5793
C -1.3706 0.0157 3.8777
N -0.9163 0.7459 2.6816
C 0.0794 1.7808 2.9630
C 1.3648 1.2073 3.5670
S 1.9821 -0.3184 2.7974
C 1.4427 -1.6432 3.9233
C 0.4916 -2.6441 3.2717
N -0.6815 -2.0318 2.6627
H -1.7198 -2.0120 4.5231
H -2.6309 -1.5336 3.0848
H -2.2584 0.4844 4.3119
H -0.5911 0.0999 4.6304
H -1.7158 1.1526 2.2096
H 0.3101 2.2724 2.0159
H -0.2973 2.5517 3.6481
H 2.1591 1.9457 3.4610
H 1.2702 1.0209 4.6360
H 2.3380 -2.1729 4.2486
H 1.0104 -1.1893 4.8137
H 1.0168 -3.1805 2.4773
H 0.2185 -3.3860 4.0350
H -1.1313 -2.7076 2.0501
S 4.9069 -3.0425 -0.0678
C 6.3349 -3.6942 -0.7327
C 6.6245 -3.1432 -1.9425
C 5.6682 -2.1703 -2.3334
C 4.6702 -2.0008 -1.4158
C 3.5144 -1.0955 -1.4953
C 2.6028 -0.9987 -0.4283
N 1.5411 -0.2266 -0.4251
C 1.3010 0.5307 -1.5156
C 2.1344 0.5130 -2.6361
C 1.7966 1.3117 -3.7850
C 0.6729 2.0520 -3.8025
C -0.2157 2.0728 -2.6701
C -1.4247 2.7789 -2.6772
C -2.2576 2.7350 -1.5826
C -1.8246 1.9702 -0.4860
N -0.6935 1.3022 -0.4385
C 0.1036 1.3337 -1.5273
C -3.5554 3.4211 -1.5516
C -3.9504 4.4976 -2.2959
C -5.2865 4.8918 -2.0305
C -5.8789 4.1019 -1.0921
S -4.8289 2.8839 -0.5305
C 3.2580 -0.3217 -2.6038
H 6.8814 -4.4536 -0.1987
H 7.4832 -3.4194 -2.5353
H 5.7258 -1.6223 -3.2622
H 2.7477 -1.6048 0.4591
H 2.4559 1.2863 -4.6432
H 0.4076 2.6336 -4.6760
H -1.7127 3.3215 -3.5695
H -2.4679 1.8946 0.3831
H -3.3080 5.0042 -3.0019
H -5.7826 5.7179 -2.5169
H -6.8849 4.1632 -0.7116
H 3.9069 -0.3609 -3.4696
S -0.5346 -2.6080 -0.5900
C -2.2277 -2.1789 -0.6973
S -2.8683 -1.0150 0.4327
C -3.0126 -2.6847 -1.7080
C -4.3819 -2.3032 -1.8559
N -5.4882 -2.0045 -1.9756
C -2.4845 -3.5835 -2.6863
N -2.0558 -4.3025 -3.4777
*
```

***

5.
Computed, not measured: a structure of composition C37H44BrIrN2O2P, with ωB97M-V/def2-TZVPD.

LUMO energy = -0.0881 hartree
Energy above the lowest of the compared OMol25 structures with the same formula, charge and spin = 0.64 kJ/mol
E_HOMO = -10.38 eV
Orbital gap = 8.0 eV
Maximum force = 0.7 eV Å⁻¹

Geometry as ORCA input:
```
! RIJCOSX wB97M-V def2-TZVPD def2/J DEFGRID3
* xyz 1 1
Ir -0.5376 -0.2717 0.5320
Br 1.0253 -1.2654 2.2683
C 1.0558 0.2794 3.3926
C 1.8943 0.2807 4.4628
C 1.8521 1.3866 5.3369
C 0.9392 2.3795 5.1324
C 0.0433 2.3454 4.0348
C -0.9952 3.2972 3.9028
C -1.9129 3.1459 2.9097
C -1.7684 2.1332 1.9320
C -0.7032 1.2599 1.9137
C 0.1406 1.3039 3.0751
H 2.5641 -0.5473 4.6518
H 2.5229 1.4187 6.1844
H 0.8666 3.2044 5.8303
H -1.0785 4.0947 4.6300
H -2.7619 3.8153 2.8475
H -2.5424 2.0774 1.1798
C -3.4478 -2.4481 3.0299
C -2.5687 -2.2104 1.8322
O -1.9910 -1.0998 1.8341
C -2.4271 -3.2209 0.8150
C -3.1828 -4.4163 0.9443
C -3.1256 -5.4200 0.0217
C -2.2822 -5.2653 -1.0927
C -1.5383 -4.1307 -1.2607
C -1.5827 -3.0613 -0.3274
O -0.8602 -2.0254 -0.6118
H -3.3390 -1.6091 3.7108
H -3.1781 -3.3737 3.5366
H -4.4927 -2.5272 2.7252
H -3.8324 -4.5344 1.7995
H -3.7144 -6.3174 0.1451
H -2.2211 -6.0547 -1.8316
H -0.8906 -4.0069 -2.1195
C 0.1606 -1.0020 -3.0189
C 1.0344 0.2242 -2.7222
C 0.2624 1.4553 -3.2204
C 2.3007 0.0398 -3.5784
P 1.3513 0.2529 -0.8341
C 2.5376 -1.1542 -0.6892
C 3.9082 -0.9710 -0.8880
C 4.7946 -2.0353 -0.8357
C 4.3293 -3.3188 -0.5967
C 2.9707 -3.5236 -0.4218
C 2.0864 -2.4550 -0.4687
C 2.2890 1.8450 -0.2964
C 3.0688 1.5798 0.9991
C 3.2583 2.5049 -1.2924
C 1.2454 2.9322 0.0071
H -0.0520 -1.0053 -4.0905
H -0.7827 -0.9803 -2.4746
H 0.6728 -1.9330 -2.7733
H 0.2652 1.4360 -4.3125
H 0.6936 2.4052 -2.9150
H -0.7797 1.4204 -2.9068
H 1.9587 -0.0657 -4.6109
H 2.8356 -0.8723 -3.3302
H 2.9879 0.8705 -3.5595
H 4.3066 0.0047 -1.1004
H 5.8507 -1.8572 -0.9900
H 5.0191 -4.1513 -0.5556
H 2.5870 -4.5208 -0.2488
H 1.0299 -2.6453 -0.3584
H 3.9600 0.9816 0.8432
H 2.4646 1.0952 1.7622
H 3.3840 2.5451 1.4025
H 4.1358 1.9095 -1.5198
H 3.6202 3.4198 -0.8155
H 2.7845 2.7988 -2.2216
H 0.4881 2.5999 0.7134
H 0.7777 3.3039 -0.9085
H 1.7569 3.7829 0.4618
C -2.3456 4.0383 -2.1648
C -2.4395 2.6043 -1.7770
C -3.3421 1.6171 -2.1014
C -2.9266 0.4541 -1.4324
N -1.8157 0.7254 -0.7365
N -1.5353 2.0259 -0.9771
C -3.6372 -0.8494 -1.4474
H -3.1753 4.3015 -2.8156
H -1.4158 4.2375 -2.7000
H -2.3793 4.6854 -1.2874
H -4.2091 1.7138 -2.7316
H -0.7815 2.4567 -0.4631
H -4.6675 -0.6852 -1.7576
H -3.6436 -1.3076 -0.4659
H -3.1772 -1.5500 -2.1444
*
```

***

6.
Computed, not measured: the molecule C3H7N5 in a non-equilibrium geometry, with ωB97M-V/def2-TZVPD.

LUMO energy = 0.0226 hartree
Energy above the lowest of the compared OMol25 structures with the same formula, charge and spin = 619.04 kJ/mol
E_HOMO = -8.35 eV
Orbital gap = 9.0 eV
Maximum force = 11.9 eV Å⁻¹

Geometry as ORCA input:
```
! RIJCOSX wB97M-V def2-TZVPD def2/J DEFGRID3
* xyz 0 1
H -2.6571 0.9973 -0.5833
N -2.4699 0.0634 -0.1993
C -1.1986 -0.3051 -0.3048
C -0.8882 -1.6807 0.0429
C 0.4653 -1.4543 0.4954
N 1.0279 -0.1726 0.1996
N 2.2123 -0.2049 -0.3695
N -0.0377 0.5539 -0.4108
N -0.0776 1.7903 0.5485
H -1.7700 -2.5993 0.1981
H 1.0426 -2.2392 0.8793
H 2.4131 -0.0574 -1.3692
H 2.6700 0.7071 -0.1162
H -0.0563 2.6324 -0.2171
H -0.6757 1.9691 1.2064
*
```

***

7.
Computed, not measured: a structure of composition C51H63N3NaO5P3 in a non-equilibrium geometry, with ωB97M-V/def2-TZVPD.

LUMO energy = 0.1328 hartree
Energy above the lowest of the compared OMol25 structures with the same formula, charge and spin = 216.98 kJ/mol
E_HOMO = -1.16 eV
Orbital gap = 4.8 eV
Maximum force = 2.8 eV Å⁻¹

Geometry as ORCA input:
```
! RIJCOSX wB97M-V def2-TZVPD def2/J DEFGRID3
* xyz -2 1
Na 0.8112 0.5571 0.7083
C 4.5039 -2.5287 -1.1300
C 3.5305 -1.5134 -1.7254
C 3.6909 -1.4270 -3.2430
P 1.7373 -1.5747 -1.0765
C 0.5605 -2.0596 -2.4911
C 0.8325 -3.1271 -3.5506
C -0.7260 -2.4257 -1.7369
C 1.7035 -3.1256 -0.1199
C 1.9984 -4.3745 -0.6592
C 1.7994 -5.5599 0.0327
C 2.1425 -6.8975 -0.5741
C 1.2608 -5.4654 1.3202
C 0.9854 -4.2497 1.8966
C 1.2092 -3.0145 1.2150
N 0.8779 -1.8143 1.7188
C 0.7879 -1.6083 3.0725
C 1.6933 -2.1438 4.0070
C 1.6381 -1.7859 5.3428
C 0.7111 -0.8554 5.7953
C 0.7062 -0.3935 7.2318
C -0.1927 -0.3239 4.8780
C -0.2100 -0.7219 3.5510
P -1.2563 -0.1006 2.1995
C -2.2165 -1.6800 1.7871
C -3.3575 -1.3450 0.8262
C -2.6704 -2.6066 2.9134
C -2.6217 0.9432 2.9496
C -2.0821 2.3560 3.2001
C -3.3942 0.4042 4.1658
H 5.5339 -2.1958 -1.3024
H 4.3895 -3.5128 -1.5848
H 4.3476 -2.6318 -0.0566
H 3.8230 -0.5398 -1.3224
H 3.7001 -2.4213 -3.6934
H 4.6423 -0.9438 -3.4878
H 2.8867 -0.8402 -3.6908
H 0.3927 -1.1039 -3.0034
H 1.0140 -4.1022 -3.1011
H 1.6682 -2.8768 -4.2020
H -0.0583 -3.2227 -4.1815
H -0.5958 -3.3773 -1.2191
H -1.5759 -2.5262 -2.4182
H -0.9488 -1.6624 -0.9864
H 2.3961 -4.4333 -1.6654
H 2.2649 -6.8160 -1.6558
H 1.3606 -7.6358 -0.3765
H 3.0753 -7.2963 -0.1601
H 1.0386 -6.3787 1.8675
H 0.5440 -4.2114 2.8848
H 2.4668 -2.8169 3.6555
H 2.3506 -2.2183 6.0407
H 1.4618 -0.9287 7.8100
H -0.2670 -0.5556 7.7035
H 0.9269 0.6754 7.2892
H -0.8744 0.4426 5.2255
H -1.4629 -2.2266 1.2150
H -4.2463 -1.0085 1.3674
H -3.6395 -2.2197 0.2313
H -3.0480 -0.5481 0.1442
H -3.5753 -2.2427 3.4038
H -1.8843 -2.7047 3.6637
H -2.8825 -3.6036 2.5118
H -3.3165 1.0231 2.1039
H -1.3374 2.3744 3.9948
H -2.8999 3.0395 3.4554
H -1.5821 2.7299 2.3066
H -2.7747 -0.2423 4.7838
H -4.2734 -0.1678 3.8618
H -3.7394 1.2363 4.7873
O 1.4189 3.2600 3.7767
C 1.5045 2.5062 2.7978
O 0.7251 1.5902 2.4302
C 2.7801 2.6354 1.9044
C 3.4136 1.2506 1.6517
C 4.8893 1.4188 1.2568
C 4.7246 2.1039 -0.1220
C 3.1972 1.9848 -0.3339
O 2.8581 0.8220 0.4118
C 2.4732 3.0852 0.4488
C 0.9632 3.0723 0.1014
O 0.3004 4.1043 0.3559
O 0.5382 2.0565 -0.5039
H 3.4742 3.3192 2.3956
H 3.2162 0.5191 2.4328
H 5.3457 0.4327 1.1447
H 5.4758 1.9966 1.9714
H 5.2738 1.5758 -0.9040
H 5.0480 3.1457 -0.1146
H 2.8776 1.8830 -1.3689
H 2.8345 4.0947 0.2463
N -1.4060 3.6069 -1.8993
P -2.0238 1.9974 -1.6650
C -2.4656 1.5430 -3.4113
C -2.8253 2.4414 -4.4111
C -3.1602 1.9836 -5.6741
C -3.1738 0.6212 -5.9530
C -2.8422 -0.2817 -4.9550
C -2.4867 0.1828 -3.6965
C -3.8030 2.4365 -1.3294
C -4.7382 1.4002 -1.3864
C -6.0821 1.6310 -1.1511
C -6.5262 2.9109 -0.8413
C -5.6042 3.9413 -0.7483
C -4.2553 3.7060 -0.9837
C -0.2363 3.6966 -2.6549
C 0.5829 4.8385 -2.5645
C 1.7445 4.8828 -3.2998
C 2.0655 3.8232 -4.1484
C 1.1773 2.7681 -4.2061
N 0.0677 2.6959 -3.4815
H -1.1523 3.9824 -0.9616
H -2.8279 3.5046 -4.2008
H -3.4242 2.6911 -6.4527
H -3.4306 0.2673 -6.9448
H -2.8586 -1.3462 -5.1594
H -2.2012 -0.5079 -2.9132
H -4.4057 0.3976 -1.6292
H -6.7900 0.8123 -1.2102
H -7.5792 3.1007 -0.6694
H -5.9384 4.9402 -0.4913
H -3.5447 4.5182 -0.8988
H 0.3128 5.6365 -1.8883
H 2.4088 5.7348 -3.2129
H 2.9786 3.8188 -4.7287
H 1.3568 1.9194 -4.8616
*
```

***

8.
Computed, not measured: a structure of composition C22H23F4N4STl in a non-equilibrium geometry, with ωB97M-V/def2-TZVPD.

LUMO energy (spin up / spin down) = 0.0068 / -0.0026 hartree
Energy above the lowest of the compared OMol25 structures with the same formula, charge and spin = 426.57 kJ/mol
E_HOMO (spin up / spin down) = -6.32 / -4.22 eV
Orbital gap (spin up / spin down) = 6.5 / 4.1 eV
Maximum force = 2.8 eV Å⁻¹

Geometry as ORCA input:
```
! RIJCOSX wB97M-V def2-TZVPD def2/J DEFGRID3
* xyz 0 1
Tl 9.3015 6.9591 5.6075
C 5.5776 9.9613 7.1117
C 6.7783 9.2429 6.4736
N 6.8754 7.7557 6.5841
C 5.8186 7.0373 5.6976
C 6.1327 5.5821 5.2930
C 6.9085 7.3240 7.9904
C 8.3052 7.3606 8.7598
N 9.2833 8.2808 8.1255
C 10.4998 8.3677 8.8596
C 11.7324 7.8192 8.4435
F 11.7954 7.1415 7.2130
C 12.9288 8.1582 9.0292
F 14.1325 7.8136 8.4012
C 12.9763 9.0114 10.1552
C 11.7598 9.4952 10.6011
F 11.7430 10.3624 11.6385
C 10.5314 9.1544 10.0533
F 9.3468 9.4559 10.6919
H 4.6827 9.7985 6.5353
H 8.8955 9.1802 8.0834
H 5.3428 9.5728 8.1507
H 7.7065 9.6049 6.9384
H 6.8154 9.4359 5.3795
H 5.7138 7.7632 4.8441
H 4.8709 7.0633 6.2778
H 6.9353 5.4957 4.5499
H 5.1775 5.1206 4.8669
H 6.4879 4.8941 6.1058
H 6.5846 6.3133 8.1608
H 6.2240 7.8665 8.6262
H 8.6557 6.3480 8.8555
H 8.1641 7.6521 9.7933
H 13.8982 9.1510 10.7456
S 9.4809 14.1996 6.9645
C 7.8793 13.3431 6.9938
C 7.4219 12.9028 8.2338
C 6.3543 12.0299 8.3375
N 5.7643 11.4451 7.2154
C 6.0781 12.0413 5.9921
C 7.1573 12.8987 5.8695
C 8.9018 15.7463 6.3511
C 9.3627 16.0597 5.1019
C 9.4413 17.4051 4.7832
N 9.3291 18.3541 5.6753
C 8.8196 18.0928 6.8668
C 8.4201 16.7791 7.2259
H 7.8376 13.3143 9.1803
H 5.9881 11.7360 9.3216
H 5.3576 11.8739 5.1922
H 7.4980 13.1484 4.8912
H 9.6186 15.2973 4.4057
H 9.7063 17.6481 3.7995
H 8.5627 18.8885 7.5779
H 7.8219 16.5558 8.1226
*
```

***

Q: The lowest maximum force belongs to which entry?
A: C30H26MgN6S5